ORCA calculation (ωB97M-V/def2-TZVPD) on a molecular structure, C34H40AuBN8.

CARTESIAN COORDINATES (ANGSTROEM)
Au 0.24207 0.60764 -0.26358
C -0.59822 -4.44602 -2.01174
C 0.23895 -3.26315 -1.66789
C 1.60093 -3.08727 -1.82675
C 1.90021 -1.80491 -1.37121
N 0.75390 -1.27363 -0.90494
N -0.26850 -2.14655 -1.12470
B -1.76223 -1.81895 -0.84226
N -2.01208 -0.45762 -1.62178
N -0.99474 0.43082 -1.82033
C -1.35924 1.32472 -2.76041
C -2.61955 0.97356 -3.21059
C -2.99448 -0.15590 -2.48212
C -4.23662 -0.96486 -2.60655
C -0.44706 2.39906 -3.17791
C 0.93240 2.17111 -3.21216
C 1.79473 3.19738 -3.56595
C 1.28969 4.45085 -3.89114
C -0.07984 4.67877 -3.86781
C -0.94930 3.65801 -3.50979
N -2.08429 -1.78106 0.65498
N -1.12837 -1.37247 1.53295
C -1.50344 -1.79303 2.73067
C -2.72232 -2.48847 2.64851
C -3.05779 -2.46696 1.31396
C -4.23532 -3.06965 0.62573
C -0.63853 -1.52964 3.89299
C 0.74906 -1.49628 3.72565
C 1.58084 -1.18798 4.79407
C 1.03618 -0.92324 6.04394
C -0.33875 -0.98592 6.22348
C -1.17285 -1.28780 5.15541
C 3.22137 -1.14724 -1.42961
C 3.53325 0.04802 -0.78666
C 4.79126 0.62184 -0.89679
C 5.77162 0.00637 -1.65810
C 5.47879 -1.18391 -2.30695
C 4.22012 -1.75062 -2.19631
H 0.02882 -5.22325 -2.44143
H -1.36907 -4.18557 -2.73636
H -1.08811 -4.84993 -1.12575
H 2.28357 -3.81016 -2.23538
H -2.45576 -2.62948 -1.36730
H -3.17304 1.43661 -4.01033
H -4.89570 -0.51428 -3.34420
H -4.76442 -1.01853 -1.65512
H -4.00841 -1.98332 -2.92047
H 1.32514 1.18108 -3.00546
H 2.85994 3.01241 -3.61164
H 1.96393 5.24679 -4.17758
H -0.47226 5.65107 -4.13343
H -2.01772 3.83620 -3.48514
H -3.26768 -2.97290 3.44162
H -4.87512 -3.56272 1.35348
H -3.92916 -3.81104 -0.11323
H -4.83153 -2.31222 0.11580
H 1.17109 -1.77560 2.76452
H 2.65529 -1.18813 4.65986
H 1.68232 -0.69535 6.88094
H -0.76423 -0.80001 7.20080
H -2.24614 -1.32096 5.29899
H 2.80283 0.54834 -0.17129
H 5.01025 1.54797 -0.38062
H 6.75451 0.44905 -1.74444
H 6.23329 -1.67503 -2.90635
H 4.01594 -2.67041 -2.72487
N -0.10873 2.65634 -0.13101
C -0.92238 3.31371 0.95241
C -0.03306 3.65648 2.13711
C 0.14189 2.54106 3.16777
C 0.13892 1.11134 2.65980
N 1.17286 0.77729 1.61144
H 0.81441 3.08697 -0.10048
H -0.46810 2.89725 -1.05971
H -1.75571 2.66399 1.21811
H -1.33263 4.22445 0.51687
H -0.44497 4.52552 2.64964
H 0.93243 4.00305 1.74668
H -0.71104 2.57468 3.84903
H 1.02022 2.74448 3.78337
H -0.83756 0.84719 2.25643
H 0.31475 0.42776 3.48759
H 1.59986 -0.11671 1.87359
H 1.91840 1.46949 1.62746

The value obtained for the LUMO energy is -7.29 eV. The value obtained for the total energy is -52184.873 eV. Its orbital gap is 0.2208 Eh. As for the charge: +2.

***

ORCA calculation (ωB97M-V/def2-TZVPD) on 2 unconnected molecules or ions with the total composition C4H8N2.

CARTESIAN COORDINATES (ANGSTROEM)
C 1.31108 -0.84058 1.27563
C 0.20232 1.44198 -0.64548
N -0.43648 0.49138 -1.33253
C -1.62057 -0.08371 -1.18693
C -1.20934 -0.81219 1.87654
N -0.06682 -0.81399 1.61105
H 1.42209 -1.02704 0.20547
H 1.81646 -1.62730 1.84201
H 1.75779 0.12992 1.50216
H -0.29071 1.89033 0.20588
H 1.15259 1.79118 -1.02049
H 0.09132 0.14467 -2.12767
H -1.87682 -0.90256 -1.84167
H -2.25292 0.21790 -0.36397

The value obtained for the LUMO energy is 0.79 eV. The value obtained for the total energy is -7254.185 eV. Its orbital gap is 0.2786 Eh. As for the charge: 0.

***

ORCA calculation (ωB97M-V/def2-TZVPD) on a molecular structure, C47H66ClIN4O17PS2.

CARTESIAN COORDINATES (ANGSTROEM)
C 5.03886 1.75048 -0.21805
C 5.77872 0.84301 0.95566
C 5.67595 -0.77823 0.59827
C 6.12804 -1.70269 1.87474
C 5.54988 -3.23693 1.86373
C 5.36666 -3.88757 0.35509
C 3.75510 -3.89736 0.04049
C 3.34279 -4.58696 -1.39819
C 2.21364 -3.67340 -2.20170
C 0.91850 -3.26012 -1.28486
C -0.42779 -3.85893 -2.00389
C -1.73615 -4.02345 -1.04906
C -2.17937 -2.66766 -0.20121
C -3.58105 -1.96585 -0.79202
S -3.11863 -1.71518 -2.63589
N -4.67962 -2.96757 -0.80743
C -5.92237 -2.60439 -0.05081
C -7.10200 -3.71445 -0.47821
C -5.59311 -3.01358 1.53973
C -6.88354 -2.88254 2.53519
C -6.83689 -4.10467 3.64764
S -5.26430 -3.92682 4.65972
C -6.39920 -1.05150 -0.24642
C -7.20067 -0.68352 -1.59824
C -6.56321 -1.03435 -3.04308
N -6.33619 -2.49533 -3.35969
N -5.28107 -0.14784 0.20664
Cl -5.68904 1.56804 0.14394
C -3.88618 -0.47779 -0.20796
I -2.68418 -0.11129 1.66481
P -3.01281 0.75307 -1.40006
N -2.49594 2.16088 -0.36541
O -4.04134 1.45801 -2.59206
H 5.41545 1.39950 -1.28662
H 5.34179 2.89448 -0.11863
H 3.86967 1.66421 -0.17125
H 6.92464 1.10206 0.91620
H 5.36190 1.08924 2.02843
H 4.56587 -0.96360 0.23234
H 6.45373 -0.97351 -0.27310
H 5.70917 -1.18762 2.85317
H 7.31707 -1.79289 1.90629
H 4.46649 -3.23499 2.36177
H 6.20626 -4.00041 2.47168
H 5.97644 -3.33572 -0.47884
H 5.71911 -5.02576 0.40027
H 3.10989 -4.46396 0.86845
H 3.33948 -2.77828 0.05452
H 4.30095 -4.61208 -2.08964
H 2.86427 -5.66910 -1.25306
H 1.87132 -4.22631 -3.20245
H 2.78402 -2.69727 -2.58389
H 0.99435 -3.55040 -0.15395
H 0.82937 -2.07178 -1.35858
H -0.13621 -4.96338 -2.35607
H -0.62745 -3.28132 -3.02961
H -2.66405 -4.47543 -1.64947
H -1.46655 -4.87183 -0.25286
H -2.29564 -3.03319 0.91331
H -1.31757 -1.89626 -0.37494
H -1.75094 -1.44147 -2.76324
H -4.42604 -3.92036 -0.46854
H -6.78984 -4.29518 -1.47357
H -7.21002 -4.57566 0.34112
H -8.17165 -3.22548 -0.55478
H -4.67174 -2.42916 1.96190
H -5.31576 -4.17477 1.50432
H -7.91933 -2.75043 2.00684
H -6.71763 -1.88264 3.16676
H -6.89636 -5.12476 3.07319
H -7.77192 -4.01853 4.35675
H -4.60396 -2.74918 4.20495
H -7.23910 -0.91765 0.60184
H -8.23467 -1.28398 -1.54287
H -7.55461 0.45649 -1.64919
H -7.37980 -0.68019 -3.84462
H -5.59262 -0.46137 -3.35099
H -5.59807 -2.55131 -4.12458
H -7.20689 -2.82926 -3.82840
H -5.29153 -0.27957 1.26864
H -3.22868 2.92434 -0.42135
H -1.57765 2.49078 -0.75979
H -3.67403 2.39877 -2.74901
C 4.70281 4.40230 3.04727
C 4.25022 5.62322 3.33922
C 3.99320 6.03698 4.74648
O 3.59550 7.17182 4.98517
C 4.22706 5.04710 5.80952
C 4.67635 3.82511 5.51705
C 4.95945 3.42088 4.11256
O 5.38922 2.29668 3.87674
O 4.89571 2.88902 6.51093
O 4.00417 6.55017 2.34306
H 4.89602 4.08905 2.02900
H 4.01926 5.35503 6.82625
H 5.21992 2.08666 6.04659
H 3.68575 7.35439 2.80795
C -7.31625 -2.72129 -7.30813
C -7.10014 -3.16683 -8.54729
C -8.20965 -3.71111 -9.37819
O -7.98388 -4.09557 -10.52022
C -9.55299 -3.76993 -8.78104
C -9.76820 -3.32754 -7.54063
C -8.66420 -2.75802 -6.72029
O -8.89659 -2.34246 -5.59004
O -11.02763 -3.38236 -6.97229
O -5.83540 -3.13793 -9.10559
H -6.51942 -2.32109 -6.69394
H -10.34675 -4.18424 -9.38934
H -10.92451 -3.00260 -6.07248
H -5.93976 -3.51209 -10.00747
C 5.13188 2.67765 -6.58667
C 4.75503 1.81888 -5.63734
C 4.85683 2.16836 -4.19334
O 4.48504 1.36588 -3.34434
C 5.41370 3.48357 -3.84018
C 5.79370 4.34082 -4.78958
C 5.66610 4.00196 -6.23355
O 6.00677 4.81788 -7.08347
O 6.32040 5.57744 -4.46468
O 4.25443 0.57132 -5.96153
H 5.06124 2.43751 -7.64008
H 5.49875 3.71777 -2.78678
H 6.51624 6.01140 -5.32365
H 4.05301 0.13984 -5.10273
C 5.44033 7.72334 10.36256
C 6.46422 8.44417 10.82385
C 7.87183 8.08991 10.49101
O 8.79093 8.78227 10.91400
C 8.10440 6.89995 9.65765
C 7.08052 6.17726 9.19934
C 5.67241 6.54768 9.50943
O 4.75169 5.87452 9.05854
O 7.29202 5.05619 8.41789
O 6.25400 9.54897 11.62842
H 4.41217 7.97083 10.59484
H 9.13286 6.64342 9.43809
H 6.39670 4.70901 8.21205
H 7.14902 9.89955 11.82920

The value obtained for the LUMO energy is -4.13 eV. The value obtained for the total energy is -142138.408 eV. Its orbital gap is 0.2454 Eh. As for the charge: +1.

***

ORCA calculation (ωB97M-V/def2-TZVPD) on a molecular structure, C33H47CdNO14P7.

CARTESIAN COORDINATES (ANGSTROEM)
Cd -1.26239 -0.51950 -0.24413
C 1.05310 2.38696 1.37012
N 0.46030 1.29510 2.20405
P 1.28837 -0.14622 1.59264
C 2.91496 0.07831 2.42277
C 3.18118 1.03409 3.39626
C 4.41830 1.06578 4.02814
C 5.40066 0.14853 3.69046
C 5.14350 -0.80600 2.71436
C 3.90965 -0.83956 2.08701
C 0.78688 -1.62092 2.53618
C 0.82080 -1.73509 3.92393
C 0.43862 -2.91521 4.53522
C 0.04393 -4.00232 3.76373
C 0.06102 -3.91841 2.38288
C 0.43641 -2.73138 1.77209
P -1.29342 1.31050 2.03685
C -1.82657 0.76047 3.69192
C -0.98636 0.75446 4.79742
C -1.46543 0.35858 6.03815
C -2.78912 -0.02946 6.18038
C -3.63739 -0.00829 5.08155
C -3.15831 0.38598 3.84342
C -1.65749 3.09671 2.21808
C -2.50338 3.66362 1.27363
C -2.88985 4.99548 1.37881
C -2.42780 5.76511 2.43263
C -1.58654 5.20227 3.38772
C -1.20950 3.87542 3.28451
H 2.14034 2.31646 1.40315
H 0.77482 3.35513 1.77669
H 0.74160 2.33094 0.32204
H 2.41327 1.74942 3.66324
H 4.61114 1.81193 4.78951
H 6.36391 0.17521 4.18432
H 5.90488 -1.52644 2.44264
H 3.70787 -1.59478 1.33435
H 1.14537 -0.89829 4.52720
H 0.43729 -2.98624 5.61608
H -0.29000 -4.91334 4.24352
H -0.25616 -4.75764 1.77898
H 0.42701 -2.66441 0.68853
H 0.04593 1.05664 4.67783
H -0.79993 0.34671 6.89335
H -3.15707 -0.36301 7.14282
H -4.66878 -0.32076 5.18165
H -3.81659 0.36480 2.98389
H -2.86859 3.04515 0.46131
H -3.55069 5.42837 0.63807
H -2.72433 6.80304 2.51818
H -1.23358 5.80097 4.21828
H -0.56665 3.43285 4.03657
O -4.58221 -1.58800 1.36239
P -3.22797 -2.45919 1.31745
O -3.34834 -3.61314 2.21109
O -2.04778 -1.51391 1.50543
O -3.17752 -2.93934 -0.26552
P -3.64429 -2.09044 -1.55671
O -5.25807 -2.08881 -1.43673
O -3.25319 -2.78864 -2.80330
O -3.27809 -0.63650 -1.31290
H -4.63238 -0.94554 0.63864
H -5.61243 -2.91103 -1.79531
C -2.95028 0.06351 -4.34000
C -1.55198 0.28260 -3.79294
O -0.75785 0.84560 -4.85673
P -1.52616 1.63235 -2.50093
O -0.96439 2.88416 -3.31281
O -3.00386 2.14186 -2.15250
O -0.70250 1.40222 -1.27272
P -0.47056 -1.22131 -3.27845
O -0.92548 -2.39709 -4.24387
O 0.85695 -0.65771 -3.67234
O -0.61333 -1.76658 -1.87375
H -3.27269 0.97890 -4.84134
H -3.66170 -0.18388 -3.56320
H -2.91609 -0.74309 -5.07121
H 0.14279 0.44962 -4.69010
H -0.60838 2.52549 -4.15565
H -2.97781 3.09006 -1.96554
H -1.77420 -2.75048 -3.86819
C 5.78150 1.54783 -0.95092
C 4.26562 1.69800 -0.86160
P 3.17806 0.69985 -2.00321
C 3.90042 -0.97663 -1.63799
C 2.96179 -2.15260 -1.89498
C 4.05243 1.13082 -3.58855
C 3.33533 0.70411 -4.86611
H 6.27632 2.11397 -0.15756
H 6.16849 1.91267 -1.90345
H 6.08718 0.50537 -0.84470
H 3.98306 2.74459 -1.01614
H 3.93492 1.44777 0.15220
H 4.16770 -0.95235 -0.57619
H 4.83351 -1.10527 -2.19599
H 2.02262 -2.03006 -1.35339
H 3.42692 -3.09036 -1.57854
H 2.69812 -2.23270 -2.94815
H 5.06167 0.70761 -3.57107
H 4.16608 2.22041 -3.57781
H 3.04576 -0.34524 -4.83792
H 3.97292 0.86792 -5.73868
H 2.41940 1.27915 -5.00753

The value obtained for the LUMO energy is 2.21 eV. The value obtained for the total energy is -134743.080 eV. Its orbital gap is 0.2891 Eh. As for the charge: -1.